[1]
Molecular formula: C4H16NO3
Method: DFT, ωB97M-V/def2-TZVPD

Output
- Total energy: -442.160557 a.u.
- Total charge: +1
- Kohn-Sham gap: 10.80 eV

Each line ends with the Löwdin charge.
Atoms and positions in Å:
C 1.71 0.14 1.46  -0.074
C 0.32 -0.06 0.81  -0.201
C 0.15 -1.37 -0.04  -0.342
C 0.37 -2.59 0.46  0.130
N -0.24 -0.95 -1.28  0.155
H 1.74 0.81 2.19  0.008
H 1.83 -0.86 1.80  0.051
H 2.66 0.44 0.80  0.134
H -0.48 0.18 1.58  0.107
H 0.01 0.88 0.15  0.123
H 0.58 -2.74 1.50  0.082
H 0.35 -3.53 -0.02  0.070
H -1.34 -1.09 -1.30  0.184
H 0.13 -1.57 -1.99  0.168
H -0.06 0.02 -1.70  0.147
H -0.74 2.46 3.47  0.013
H -0.25 2.84 2.03  0.103
O -0.81 2.19 2.59  -0.065
H 1.61 1.64 -3.14  0.077
H 0.23 1.36 -3.77  0.022
O 0.86 1.03 -3.19  -0.009
H -3.00 0.01 -0.09  0.051
H -2.78 0.86 -1.28  0.083
O -2.87 -0.07 -1.02  -0.017

[2]
Molecular formula: C4H16NO3
Method: DFT, ωB97M-V/def2-TZVPD

Output
- Total energy: -442.224913 a.u.
- Total charge: +1
- Kohn-Sham gap: 10.23 eV

Each line ends with the Löwdin charge.
Atoms and positions in Å:
C 1.31 -0.78 0.56  -0.127
C 0.71 0.50 0.12  -0.216
C 0.14 0.41 -1.30  -0.146
C -1.13 -0.52 -1.21  -0.214
O -2.00 -0.08 -0.18  -0.115
N 2.84 -0.95 0.09  0.204
H 0.76 -1.66 0.23  0.108
H 1.47 -0.82 1.65  0.131
H -0.06 0.85 0.81  0.118
H 1.32 1.41 0.19  0.128
H 0.86 -0.06 -2.00  0.116
H -0.04 1.41 -1.65  0.107
H -1.65 -0.54 -2.14  0.115
H -0.79 -1.51 -0.92  0.106
H -2.11 0.90 -0.19  0.050
H 3.24 -0.12 0.52  0.153
H 3.10 -0.97 -0.90  0.161
H 3.23 -1.77 0.54  0.159
H -2.70 2.93 0.81  0.082
H -2.64 3.11 -0.62  0.079
O -2.18 2.61 0.06  -0.025
H -1.52 -0.86 1.35  0.035
H -1.32 -2.10 2.31  0.054
O -0.86 -1.38 1.88  -0.065

[3]
Molecular formula: C4H16NO3
Method: DFT, ωB97M-V/def2-TZVPD

Output
- Spin multiplicity: 2
- Total energy: -441.735323 a.u.
- Total charge: +2
- Kohn-Sham gap (spin up / spin down): 11.58 / 4.21 eV
- Expectation value of S²: 0.755

Each line ends with the Löwdin charge.
Atoms and positions in Å:
C 1.61 1.64 0.72  -0.002
C 0.83 0.49 0.11  -0.329
C 1.34 0.06 -1.25  -0.060
C 0.61 -1.13 -1.88  -0.063
O 0.49 -2.25 -0.99  0.234
N -0.62 0.88 0.02  0.215
H 1.21 1.99 1.73  0.128
H 1.62 2.50 0.09  0.090
H 2.66 1.33 0.88  0.118
H 0.87 -0.38 0.82  0.175
H 1.36 0.92 -1.94  0.166
H 2.40 -0.20 -1.18  0.155
H -0.43 -0.84 -2.14  0.164
H 1.12 -1.41 -2.80  0.181
H 1.33 -2.74 -0.99  0.195
H -1.22 0.04 -0.13  0.099
H -0.97 1.25 0.90  0.090
H -0.82 1.51 -0.73  0.177
H -1.77 1.10 3.29  0.124
H -1.86 2.63 2.85  0.116
O -1.48 1.74 2.56  -0.098
H -2.81 -1.90 -0.01  0.092
H -1.27 -2.15 -0.24  0.049
O -1.94 -1.51 0.09  -0.016

> Among the records above, which one has the highest total charge?

number 3